No. 1
13
Properties=species:S:1:pos:R:3:nbo_charge:R:1 method="wB97M-V/def2-TZVPD" smiles="CCOC(N)=O" lumo_ev=0.921 orbital_gap_ev=11.342 de_lowest_kcal_mol=3.4
C 1.093 -1.369 1.101 -0.624
C 0.980 -0.342 -0.006 -0.073
O -0.416 -0.122 -0.250 -0.530
C -0.740 1.094 -0.738 0.883
N -2.085 1.164 -0.963 -0.838
O 0.049 1.986 -0.965 -0.645
H 0.621 -2.313 0.811 0.212
H 0.606 -1.003 2.010 0.212
H 2.147 -1.563 1.327 0.216
H 1.446 0.608 0.264 0.206
H 1.444 -0.695 -0.934 0.179
H -2.461 2.085 -1.115 0.402
H -2.683 0.471 -0.542 0.399



No. 2
23
Properties=species:S:1:pos:R:3:nbo_charge:R:1 method="wB97M-V/def2-TZVPD" lumo_ev="-0.497 / -0.497" orbital_gap_ev="7.088 / 7.087" de_lowest_kcal_mol=85.8
C 1.643 0.881 -0.357 0.085
C -0.668 1.186 0.676 0.794
C 0.991 -1.593 0.522 0.819
C 2.743 0.000 -0.161 0.557
C -1.145 -0.882 -0.584 0.842
C -2.948 0.446 0.225 -0.424
N 0.662 1.065 0.702 -0.653
N 2.271 -1.176 0.402 -0.680
N 0.186 -1.229 -0.627 -0.766
N -1.520 0.231 0.032 -0.421
O 1.769 1.889 -1.294 -0.696
O -1.204 1.943 1.427 -0.570
O 0.495 -2.248 1.404 -0.604
O 3.855 0.023 -0.578 -0.585
O -2.073 -1.511 -1.292 -0.637
H -3.064 1.229 0.851 0.249
H -3.559 0.573 -0.774 0.222
H -3.517 -0.446 0.721 0.224
H 1.192 1.196 1.551 0.426
H 2.861 -1.683 1.067 0.425
H 0.934 -0.413 -1.079 0.377
H 1.782 2.798 -0.918 0.471
H -1.686 -2.278 -1.914 0.545